1.
DFT (ωB97M-V/def2-TZVPD) results for C20H30HgO14P as an isolated structure.

Values from the calculation:
**Energy relative to the best compared isomer or geometry (same formula, charge and spin)**: 100.7 kcal per mole
**LUMO**: 0.8 eV
**Net charge**: -1

CARTESIAN COORDINATES (ANGSTROEM)
Hg -1.1807 1.3549 -0.2029
P -3.2456 4.2218 1.6498
O -3.9405 4.5791 2.9351
O -2.4467 5.4652 1.2079
O -3.7461 3.1817 0.6086
O -1.9614 3.5077 2.1792
O -3.3533 0.3951 -3.7166
C -4.2836 -0.2177 -4.1785
O -4.8467 0.0168 -5.3192
C -5.9005 -0.9384 -5.6051
C -6.1068 -1.8440 -4.4705
C -4.9851 -1.4536 -3.5555
H -5.8240 -1.5001 -6.5361
H -6.8070 -0.3506 -5.7496
H -6.0754 -2.8627 -4.8572
H -7.1307 -1.7582 -4.1069
H -4.3796 -2.3326 -3.3349
H -5.3082 -1.2412 -2.5364
O 2.3079 -0.0268 2.3990
C 3.4866 -0.2193 2.6179
O 4.5222 0.5744 2.0523
C 5.7794 -0.0138 2.4525
C 5.4164 -1.3681 3.1427
C 4.0817 -1.0956 3.6405
H 6.2530 0.7258 3.0981
H 6.2765 -0.1403 1.4907
H 6.0485 -1.4962 4.0215
H 5.4971 -2.2144 2.4606
H 4.1001 -0.4664 4.5303
H 3.5205 -2.0134 3.8156
O 1.8953 3.5275 -1.6489
C 2.7963 4.3505 -1.3569
O 3.7977 4.4776 -2.1942
C 4.8651 5.0482 -1.4435
C 4.2413 5.8642 -0.3514
C 2.9123 5.2002 -0.1090
H 5.5261 5.4685 -2.2015
H 5.3764 4.1429 -1.1163
H 3.9896 6.8377 -0.7720
H 4.8693 6.2562 0.4486
H 2.1059 5.9329 -0.1413
H 2.7855 4.6725 0.8364
O 1.3822 -2.4157 -1.7505
C 2.3820 -3.0690 -2.1680
O 3.4691 -3.0510 -1.3942
C 4.5030 -3.7255 -1.8806
C 3.9245 -4.4220 -3.0587
C 2.5338 -3.9325 -3.3647
H 4.9780 -4.3805 -1.1502
H 5.3052 -3.0583 -2.1957
H 3.9863 -5.4971 -2.8901
H 4.5837 -4.3125 -3.9199
H 1.8234 -4.7577 -3.3148
H 2.4272 -3.4041 -4.3121
O -3.7260 -1.0946 2.0834
C -4.3558 -1.2603 3.1240
O -4.5070 -2.5371 3.6661
C -5.3029 -2.5505 4.8276
C -5.8860 -1.1364 4.8211
C -5.0343 -0.2371 4.0932
H -4.6526 -2.7497 5.6793
H -6.1060 -3.2822 4.7406
H -6.1030 -0.8823 5.8586
H -6.8560 -1.2148 4.3301
H -4.2016 0.2073 4.6383
H -5.4962 0.5157 3.4544

Force components x, y, z for each atom (eV/Å):
Hg 0.0 0.0 0.0
P 0.1 -2.1 0.0
O -1.7 0.0 -0.4
O 0.3 -0.7 -0.5
O -0.1 2.3 1.5
O 1.3 0.5 -0.5
O -1.1 -0.4 -0.6
C 1.8 -1.5 3.0
O -1.3 -0.1 -2.8
C -1.4 1.8 -1.7
C -0.6 -1.1 0.3
C 0.1 -0.5 1.8
H 1.1 0.4 -0.2
H 0.1 0.4 -0.1
H 0.4 -0.2 0.4
H 0.2 0.3 0.5
H 0.8 0.4 -0.5
H -0.2 0.6 -0.1
O 2.5 -0.3 0.0
C -2.6 2.4 -1.0
O -1.4 -1.5 0.8
C -0.8 -0.2 -0.8
C 2.7 1.0 0.2
C -1.5 -0.8 0.3
H 0.4 -0.3 0.1
H 0.7 0.0 0.4
H 0.5 -0.4 -0.4
H -0.1 0.1 0.1
H 0.0 -0.2 0.3
H -0.3 0.4 0.1
O 2.4 3.0 1.3
C -5.1 -4.4 -0.6
O 0.6 1.0 -0.3
C 1.5 -1.3 -0.9
C 0.2 2.3 -0.4
C -0.3 0.1 0.1
H 0.0 0.8 0.4
H 0.5 0.2 0.7
H -0.1 0.1 -0.6
H 0.2 -1.1 0.4
H -0.1 -0.1 0.0
H 0.1 -0.4 -0.3
O 3.5 -2.7 -2.2
C -5.6 3.9 2.8
O -1.9 2.0 2.3
C 2.7 -0.8 -1.2
C 1.9 -2.7 -2.6
C 0.5 -0.4 0.6
H -0.4 -0.2 0.2
H 0.1 0.4 0.0
H -0.5 -0.1 0.1
H 0.0 0.2 -0.1
H -0.2 0.3 -0.1
H 0.0 0.1 0.3
O -1.9 -0.4 2.9
C 1.7 0.1 -1.9
O 0.6 0.0 -1.3
C 0.3 1.1 -0.4
C -2.8 -1.2 2.6
C 2.4 -0.1 -2.6
H -0.1 -0.1 0.2
H 0.3 -0.2 0.1
H -0.1 0.4 0.0
H -0.1 0.1 -0.1
H -0.1 0.1 0.2
H -0.1 0.1 0.3

Löwdin atomic charge list, values in e, 5 entries:
1 Hg 0.33
2 P -0.11
3 O -0.32
4 O -0.16
5 O -0.43

2.
DFT (ωB97M-V/def2-TZVPD) results for a 2-piece molecular cluster, C20H30N2O3 overall.

Values from the calculation:
**Energy relative to the best compared isomer or geometry (same formula, charge and spin)**: 424.7 kcal per mole
**LUMO**: 0.2 eV

CARTESIAN COORDINATES (ANGSTROEM)
C -7.0998 -1.9457 1.4357
H -6.4216 -2.4138 2.1578
O -6.3026 -1.9227 0.0982
C -5.2068 -1.4224 -0.0142
C -4.6108 -0.8506 0.8759
C -3.4692 -0.1536 0.8503
C -2.8797 -0.2909 -0.2723
C -3.4315 -0.8862 -1.5668
C -4.6829 -1.4784 -1.3242
H -5.0817 -2.1175 -2.0123
H -2.9699 -0.8001 -2.3780
C -1.5781 0.5485 -0.8436
O -0.6849 -0.2009 -1.6860
N -1.1627 1.6719 -0.0301
H -1.8044 1.8957 0.5352
C -0.0147 2.2820 -0.1392
C -0.0888 3.6399 0.0993
C 1.1371 4.4992 -0.1567
H 1.1514 5.7192 -0.0920
H 1.4294 4.4866 -1.1645
H 1.9285 4.1679 0.2982
C -1.3835 4.4898 -0.6230
H -1.3958 5.5621 -0.4831
H -2.2711 3.9373 -0.4136
H -1.0447 4.4789 -2.0821
H -0.2685 3.9206 1.1042
H 0.3488 1.9969 -1.3185
C 1.1730 1.8123 0.5874
O 1.4511 2.0905 1.7767
N 1.5770 0.4395 0.1838
H 1.0870 0.2336 -0.7655
C 2.4848 -0.3960 0.6316
H 2.0596 -1.2497 1.1156
H 2.8540 0.0487 1.6111
C 3.6541 -0.7523 -0.1788
C 3.3236 -1.4197 -1.2898
C 3.0487 -3.0425 -1.0224
C 4.2353 -3.5816 0.1537
C 4.5816 -2.6568 1.0801
C 4.7598 -1.1518 0.6752
H 5.8218 -1.3762 0.0740
H 4.9847 -0.5666 1.6676
H 3.6854 -2.7379 1.8175
H 5.4371 -3.2315 1.5958
H 4.9792 -3.5927 -0.8725
H 4.1865 -4.6784 0.2288
H 2.2354 -3.1803 -0.1477
H 2.9238 -3.8267 -1.6733
H 4.1206 -1.5485 -2.1629
H 2.2629 -1.1712 -1.7819
H 4.0317 0.3180 -0.6649
H -2.9164 0.4998 1.5667
H -4.8994 -0.5237 1.9051
H -7.3300 -0.9966 1.7160
H -7.9542 -2.5757 1.3184

Force components x, y, z for each atom (eV/Å):
C 3.4 -2.5 -2.1
H -0.2 0.2 0.0
O -10.8 -4.6 2.5
C 1.0 -1.7 -8.0
C 3.1 6.4 13.0
C 2.9 1.9 1.3
C 5.5 2.4 -11.3
C -5.9 -0.9 11.3
C 4.4 1.6 0.0
H -1.6 -1.2 -1.9
H 3.9 0.4 -6.6
C 4.7 -4.6 0.8
O -5.1 5.4 4.4
N -0.4 -8.9 -7.0
H -5.8 2.6 5.6
C 5.9 -0.3 -6.4
C -2.6 9.6 -1.0
C -2.9 4.1 -2.7
H -0.9 -3.0 0.8
H 0.2 -0.6 -2.0
H 4.4 -1.7 3.2
C 4.1 -2.1 -4.0
H 0.0 -0.1 0.7
H -0.9 0.1 -0.3
H -1.3 -0.3 4.3
H -0.5 -0.7 1.6
H -0.9 1.3 2.5
C 2.1 -7.2 5.7
O -0.2 1.1 -2.7
N -6.2 6.1 -5.9
H 1.1 0.0 2.0
C 2.7 -0.8 6.0
H -0.7 -1.3 -0.3
H 0.0 0.1 -1.0
C 2.6 8.3 2.1
C -2.9 -8.7 -9.2
C -0.3 2.0 8.6
C -0.3 -2.8 -12.8
C 0.0 1.4 6.7
C 5.3 -3.9 1.2
H -2.5 1.6 1.1
H -0.6 -0.7 -2.3
H 1.3 0.5 -0.3
H -0.7 1.9 0.1
H -0.3 0.1 2.9
H -0.4 0.6 1.1
H 0.5 0.7 -2.6
H -0.2 -1.1 -2.2
H -1.4 1.0 1.8
H 2.5 0.2 0.9
H -0.9 -1.8 1.4
H -1.3 -1.0 0.2
H -1.8 -1.6 -0.6
H -0.7 2.8 0.6
H -0.4 -0.2 -0.6

Löwdin atomic charge list, values in e, 5 entries:
1 C 0.08
2 H 0.10
3 O 0.02
4 C -0.51
5 C -0.10

3.
DFT (ωB97M-V/def2-TZVPD) results for one molecule with the formula C20H30N2O5S.

Values from the calculation:
**Structure (SMILES)**: CCOc1ccc(S(=O)(=O)N2CCC(C(=O)NC[C@H]3CCCO3)CC2)cc1C
**Energy relative to the best compared isomer or geometry (same formula, charge and spin)**: 39.8 kcal per mole
**LUMO**: 0.6 eV

CARTESIAN COORDINATES (ANGSTROEM)
C -5.0031 -3.1298 -2.0151
C -5.4563 -2.8380 -0.5878
O -5.4046 -1.4596 -0.2710
C -4.2215 -0.8648 0.0169
C -2.9949 -1.5173 0.1054
C -1.8497 -0.8065 0.4268
C -1.9340 0.5497 0.6557
S -0.4742 1.4871 1.0561
O -0.7439 2.3782 2.1449
O 0.6300 0.5717 1.2317
N -0.3230 2.4592 -0.3152
C -0.1383 1.7414 -1.5581
C 1.2248 1.0575 -1.6423
C 2.3764 2.0173 -1.2917
C 3.6221 1.1707 -1.0158
O 4.6163 1.2118 -1.7130
N 3.5094 0.3929 0.0806
C 4.4510 -0.6584 0.3676
C 3.9938 -1.9859 -0.2704
C 4.8834 -3.1688 0.1687
C 3.9126 -4.1189 0.8802
C 2.7323 -3.1986 1.2006
O 2.6648 -2.3030 0.1145
C 2.0806 2.9286 -0.0898
C 0.6676 3.5063 -0.1473
C -3.1464 1.2129 0.5733
C -4.2999 0.5236 0.2557
C -5.6282 1.2040 0.1617
H -5.1147 -4.1900 -2.2240
H -5.6125 -2.5664 -2.7172
H -3.9633 -2.8484 -2.1609
H -6.5125 -3.0984 -0.4754
H -4.8786 -3.4244 0.1362
H -2.9148 -2.5784 -0.0669
H -0.8913 -1.2954 0.5038
H -0.2582 2.4684 -2.3682
H -0.9394 1.0022 -1.6365
H 1.2207 0.2089 -0.9590
H 1.3783 0.6721 -2.6524
H 2.5883 2.6457 -2.1633
H 2.6090 0.3098 0.5389
H 4.5329 -0.7701 1.4517
H 5.4180 -0.3722 -0.0520
H 3.9747 -1.8520 -1.3572
H 5.3656 -3.6431 -0.6829
H 5.6586 -2.8184 0.8498
H 3.5892 -4.9103 0.2042
H 4.3396 -4.5700 1.7727
H 2.9034 -2.6561 2.1412
H 1.7749 -3.7173 1.2614
H 2.1710 2.3694 0.8408
H 2.8114 3.7391 -0.0693
H 0.5568 4.2051 -0.9822
H 0.4274 4.0202 0.7845
H -3.1671 2.2729 0.7697
H -6.0539 1.0584 -0.8297
H -5.5308 2.2669 0.3600
H -6.3218 0.7665 0.8778

Force components x, y, z for each atom (eV/Å):
C -0.1 0.2 0.4
C 0.0 -0.5 -0.3
O 0.1 0.4 0.1
C 0.2 0.2 0.1
C -0.2 -0.2 0.0
C 0.1 0.1 0.0
C 0.7 0.2 0.1
S -0.5 0.2 -0.2
O -0.1 0.2 0.0
O -0.2 -0.2 -0.2
N -0.5 -0.5 0.8
C 0.1 -0.6 -0.4
C -0.2 0.1 -0.1
C 0.1 -0.2 0.0
C -0.4 0.5 -0.1
O 0.3 -0.1 -0.3
N -0.1 -0.3 0.4
C -0.1 -0.3 -0.3
C 0.5 0.3 -0.1
C -0.2 0.1 -0.1
C -0.2 0.1 0.0
C 0.1 -0.3 0.3
O -0.2 0.1 -0.1
C -0.1 0.1 -0.1
C 0.5 0.4 0.5
C -0.2 -0.1 0.0
C 0.0 -0.1 0.0
C 0.0 -0.1 0.0
H 0.0 -0.1 0.0
H 0.0 0.0 -0.1
H 0.1 0.0 -0.1
H 0.2 0.0 0.1
H -0.1 0.1 0.0
H 0.0 -0.1 0.0
H 0.1 -0.1 0.0
H -0.1 0.0 0.1
H 0.0 0.1 -0.2
H 0.0 0.0 -0.2
H 0.0 0.0 0.0
H 0.1 -0.1 0.1
H 0.1 0.1 -0.1
H 0.1 0.0 0.0
H 0.0 -0.1 0.1
H 0.0 0.0 0.1
H 0.1 0.0 0.0
H 0.1 0.0 0.0
H 0.0 0.0 0.0
H 0.0 -0.1 0.0
H 0.0 0.0 0.0
H 0.0 0.0 0.1
H 0.1 0.1 0.0
H 0.0 0.0 0.1
H -0.1 -0.1 0.1
H 0.1 0.2 -0.1
H -0.1 0.2 0.0
H -0.1 0.0 0.0
H 0.0 0.1 0.0
H -0.1 0.0 0.0

Löwdin atomic charge list, values in e, 5 entries:
1 C -0.06
2 C -0.23
3 O -0.04
4 C -0.22
5 C 0.00